Entry 1:
The following is a quantum chemistry calculation of a molecular structure, C18H19F2N2 at a distorted geometry, from OMol25.

Each line ends with the natural charge from an NBO analysis.
Cartesian coordinates (Å):
C1 4.0813 -1.4906 3.1273  -0.414
N1 3.2413 -1.7055 1.9672  -0.220
C2 2.9385 -3.1000 1.7175  -0.440
N2 2.1808 -0.8277 1.9211  -0.172
C3 1.3175 -0.8799 0.9903  0.016
H1 4.9944 -2.0806 2.9871  0.219
H2 4.3333 -0.4300 3.2069  0.226
H3 3.6102 -1.8133 4.0721  0.193
H4 3.8959 -3.6363 1.7293  0.234
H5 2.2895 -3.5570 2.4877  0.203
H6 2.4673 -3.2207 0.7393  0.202
H7 0.5505 -0.0592 0.8854  0.117
H8 1.2833 -1.7705 0.3321  0.210
F1 2.0245 3.3257 -3.3847  -0.313
C4 1.9163 3.1332 -2.0274  0.411
C5 2.6966 3.9112 -1.1805  -0.219
C6 2.5606 3.6966 0.1972  -0.182
C7 1.6746 2.7352 0.6845  -0.167
C8 0.9125 1.9435 -0.1861  -0.089
C9 -0.0262 0.9230 0.4027  -0.080
C10 -1.1793 0.5430 -0.4589  -0.263
C11 -2.3149 -0.0125 0.0396  -0.018
C12 -3.4043 -0.5271 -0.7614  -0.122
C13 -3.3703 -0.4917 -2.1798  -0.230
C14 -4.4232 -1.0587 -2.8903  0.405
F2 -4.3745 -1.0317 -4.2645  -0.317
C15 -5.5259 -1.6562 -2.2817  -0.218
C16 -5.5659 -1.6667 -0.8778  -0.191
C17 -4.5322 -1.1102 -0.1329  -0.153
C18 1.0352 2.1514 -1.5713  -0.241
H9 3.3821 4.6519 -1.5849  0.256
H10 3.1551 4.2826 0.8971  0.241
H11 1.5599 2.5934 1.7618  0.228
H12 -0.4487 1.3619 1.3273  0.275
H13 -1.1211 0.7664 -1.5214  0.218
H14 -2.4421 -0.0880 1.1250  0.218
H15 -2.5313 -0.0419 -2.7068  0.229
H16 -6.3195 -2.0927 -2.8831  0.253
H17 -6.4181 -2.1196 -0.3710  0.239
H18 -4.5666 -1.1213 0.9580  0.223
H19 0.4627 1.5704 -2.2920  0.235

Computed properties:
Net charge: +1
Energy relative to the best compared isomer or geometry (same formula, charge and spin) (kJ/mol): 455.0
HOMO-LUMO gap (eV): 6.4

---

Entry 2:
The following is a quantum chemistry calculation of a molecular structure, C33H50AsN2O8RhS2 at a distorted geometry, from OMol25.

Each line ends with the Löwdin charge.
Cartesian coordinates (Å):
Rh1 -0.0829 0.0022 -0.2705  1.032
C1 -2.6499 -0.4286 2.6014  -0.068
C2 -2.5579 0.6033 3.7224  -0.353
C3 -2.2814 -0.1075 5.0570  -0.055
C4 -1.6098 1.7800 3.5509  -0.129
C5 -1.9336 2.8735 4.3459  -0.048
C6 -1.1796 4.0268 4.3468  -0.065
C7 -0.0891 4.1087 3.5069  -0.038
C8 0.2739 3.0580 2.6774  -0.126
C9 1.4774 3.3244 1.8011  -0.357
C10 2.3913 2.1297 1.5547  -0.074
C11 0.9767 3.9195 0.4810  -0.047
C12 -0.4811 1.8639 2.7063  -0.170
N1 -0.0439 0.7307 2.0122  0.051
C13 0.3336 -0.2827 2.7255  -0.107
C14 0.7415 -1.5042 2.1852  -0.322
C15 1.1323 -2.6742 2.8705  -0.018
C16 1.4772 -3.5840 1.9019  -0.032
C17 1.3061 -2.9452 0.6488  -0.259
N2 0.8446 -1.7059 0.8309  0.025
C18 1.6905 -3.5711 -0.6597  -0.526
C19 0.7808 -4.7883 -0.8899  -0.036
C20 3.1511 -4.0425 -0.5713  -0.033
C21 1.5700 -2.5897 -1.8257  -0.047
H1 -3.6190 -0.9225 2.6478  0.088
H2 -1.8885 -1.1980 2.6919  0.066
H3 -2.5423 0.0395 1.6228  0.021
H4 -3.5492 1.0654 3.8048  0.134
H5 -1.3329 -0.6383 5.0254  0.065
H6 -3.0656 -0.8354 5.2543  0.081
H7 -2.2489 0.6009 5.8820  0.075
H8 -2.8001 2.8140 4.9893  0.114
H9 -1.4434 4.8515 4.9913  0.103
H10 0.5080 5.0096 3.4959  0.113
H11 2.0795 4.0877 2.3121  0.129
H12 1.9381 1.4476 0.8382  0.017
H13 2.6007 1.5949 2.4793  0.087
H14 3.3362 2.4739 1.1397  0.088
H15 0.1441 3.3268 0.1082  0.049
H16 1.7669 3.9190 -0.2658  0.080
H17 0.6248 4.9376 0.6300  0.084
H18 0.3739 -0.1876 3.8111  0.148
H19 1.1396 -2.8067 3.9341  0.104
H20 1.8282 -4.5865 2.0518  0.102
H21 0.8925 -5.5061 -0.0792  0.082
H22 1.0431 -5.2798 -1.8268  0.085
H23 -0.2593 -4.4716 -0.9227  0.060
H24 3.2724 -4.8452 0.1505  0.078
H25 3.7936 -3.2167 -0.2811  0.085
H26 3.4800 -4.4074 -1.5411  0.086
H27 0.6030 -2.0840 -1.8136  0.026
H28 1.6779 -3.1224 -2.7690  0.088
H29 2.3516 -1.8371 -1.7654  0.069
O1 -3.9226 0.6048 -0.8335  -0.310
As1 -2.2666 1.3917 -0.7511  1.060
O2 -1.9339 -1.5416 -0.5982  -0.440
O3 -2.5528 2.5698 0.3278  -0.487
C22 -2.4957 2.2943 -2.5221  -0.272
C23 -3.6650 3.0213 -2.6861  -0.074
C24 -3.9158 3.6773 -3.8796  -0.057
C25 -2.9982 3.6054 -4.9186  -0.071
C26 -1.8177 2.8996 -4.7513  -0.080
C27 -1.5744 2.2643 -3.5439  -0.362
S1 -0.0588 1.3116 -3.3181  1.002
O4 -0.5652 0.0013 -2.8803  -0.618
O5 0.3614 2.1332 -1.9781  -0.474
O6 1.3233 1.2296 -1.4726  -0.368
H30 -4.2724 0.6394 0.0583  0.028
H31 -4.3627 3.0548 -1.8597  0.109
H32 -4.8247 4.2517 -3.9924  0.109
H33 -3.1992 4.0960 -5.8590  0.106
H34 -1.0900 2.8401 -5.5506  0.109
C28 -4.6477 -4.2005 -2.3469  -0.100
C29 -4.6518 -2.7352 -1.9285  -0.261
C30 -3.7493 -1.8386 -2.7591  -0.291
S2 -1.9556 -2.0969 -2.5359  1.095
O7 -1.8539 -2.8735 -1.1545  -0.393
C31 -1.7097 -3.4603 -3.7777  -0.290
C32 -0.8557 -2.8525 -4.8826  -0.294
C33 -1.6491 -1.8230 -5.6790  -0.104
H35 -5.3803 -4.7526 -1.7632  0.076
H36 -3.6779 -4.6556 -2.1729  0.063
H37 -4.9037 -4.3124 -3.4000  0.076
H38 -4.3566 -2.6382 -0.8822  0.107
H39 -5.6712 -2.3491 -2.0115  0.121
H40 -3.9054 -0.8032 -2.4631  0.059
H41 -3.9180 -1.9433 -3.8265  0.092
H42 -2.6421 -3.8454 -4.1745  0.078
H43 -1.1789 -4.2495 -3.2542  0.087
H44 -0.4871 -3.6373 -5.5464  0.116
H45 0.0017 -2.3526 -4.4314  0.087
H46 -2.5635 -2.2690 -6.0662  0.079
H47 -1.0696 -1.4563 -6.5227  0.079
H48 -1.8995 -0.9732 -5.0450  0.052
O8 3.4533 -0.4117 -0.3981  -0.058
H49 2.9782 0.2773 -0.8764  -0.002
H50 2.8515 -0.7150 0.2896  0.008

Computed properties:
Net charge: 0
HOMO-LUMO gap (spin up / spin down) (eV): 5.1 / 5.7

---

Entry 3:
The following is a quantum chemistry calculation of C17H19N3O2S in the gas phase at a distorted geometry, from OMol25.

Each line ends with the natural charge from an NBO analysis.
Cartesian coordinates (Å):
O1 0.5248 -0.3216 2.4250  -0.625
C1 1.5911 -0.8581 2.1161  0.659
N1 2.6430 -0.3720 1.4785  -0.635
C2 3.0537 1.2028 1.3433  -0.244
C3 1.5847 1.8923 1.5060  0.703
O2 1.3333 2.7606 2.4769  -0.635
N2 0.8319 1.6286 0.2734  -0.470
C4 0.9198 0.6076 -0.7186  -0.237
C5 -0.4485 -0.4797 -0.6279  -0.152
N3 -1.5259 0.3157 -0.7373  -0.412
C6 -2.0184 0.9163 -1.9911  0.135
C7 -2.8633 1.9290 -2.2384  -0.250
C8 -3.2813 2.2196 -3.5203  -0.200
C9 -3.4252 1.2781 -4.2983  -0.251
C10 -2.7722 0.2110 -4.1266  -0.178
C11 -2.2071 -0.1649 -2.8681  -0.217
C12 -1.7913 1.3608 0.5256  -0.181
C13 -0.5604 2.4254 0.2413  -0.242
C14 1.8641 -2.3217 2.6018  -0.348
C15 2.7771 -3.3391 2.5322  -0.262
C16 2.6977 -4.5132 2.8678  -0.151
C17 1.0609 -4.6219 3.4468  -0.535
S1 0.3605 -3.2379 3.0514  0.625
H1 3.6125 -0.8396 1.5636  0.409
H2 3.4287 1.4896 2.1998  0.215
H3 3.4827 1.3202 0.4992  0.197
H4 1.7558 0.1498 -0.6064  0.183
H5 0.9508 1.1638 -1.7156  0.185
H6 -0.3549 -0.9498 -1.3942  0.175
H7 -0.3934 -0.9047 0.2613  0.208
H8 -2.8926 2.6813 -1.4762  0.201
H9 -3.9442 3.0696 -3.4644  0.213
H10 -3.7549 1.4301 -5.4227  0.202
H11 -2.8735 -0.7639 -4.8534  0.194
H12 -1.8161 -1.2291 -2.9336  0.225
H13 -2.5324 1.7413 0.1773  0.163
H14 -1.6051 0.8489 1.4494  0.240
H15 -0.4514 3.2463 1.2094  0.257
H16 -0.6207 2.8552 -0.7125  0.192
H17 3.7863 -2.9866 2.5835  0.219
H18 3.1830 -5.1610 3.1689  0.161
H19 0.6905 -5.6793 3.7074  0.265

Computed properties:
Net charge: 0
Energy relative to the best compared isomer or geometry (same formula, charge and spin) (kJ/mol): 1680.4
HOMO-LUMO gap (eV): 7.2
SMILES string: O=C(NCC(=O)N1CCN(c2ccccc2)CC1)c1cccs1

---

Entry 4:
The following is a quantum chemistry calculation of a gas-phase ion, C2H3N2OS (charge +1) at a distorted geometry, from OMol25.

Each line ends with the natural charge from an NBO analysis.
Cartesian coordinates (Å):
O1 1.2510 -1.9477 2.4330  -0.300
N1 1.1228 -1.0577 1.5161  0.173
N2 0.0084 -0.9235 0.8927  -0.258
C1 -0.0180 0.0064 -0.0753  -0.013
C2 1.1323 0.6841 -0.1343  -0.409
S1 2.3225 -0.0052 0.9098  0.793
H1 -0.8647 -1.1989 1.1858  0.456
H2 -0.9478 0.2871 -0.3574  0.257
H3 1.2594 1.4308 -0.8794  0.300

Computed properties:
Net charge: +1
Energy relative to the best compared isomer or geometry (same formula, charge and spin) (kJ/mol): 314.8
HOMO-LUMO gap (spin up / spin down) (eV): 8.7 / 8.7
SMILES string: O=[n+]1[nH]ccs1

---

Entry 5:
The following is a quantum chemistry calculation of a molecular structure, C32H25AsBaN11O6S at a distorted geometry, from OMol25.

Each line ends with the Löwdin charge.
Cartesian coordinates (Å):
Ba1 0.5585 0.8029 -1.0014  1.942
C1 2.8732 1.6716 3.2087  -0.075
C2 2.1543 1.1817 4.2988  -0.084
C3 0.8554 0.7775 4.1263  -0.030
C4 0.2699 0.8615 2.8450  -0.347
N1 0.9759 1.3174 1.8140  0.023
C5 2.2463 1.7079 1.9805  -0.153
N2 -1.0688 0.5085 2.8169  0.165
C6 -1.8769 0.2886 1.8329  -0.321
N3 -1.7443 0.1785 0.4770  0.018
C7 -2.9624 -0.0389 -0.0844  -0.340
N4 -3.3619 -0.2908 -1.2906  0.149
C8 -2.6966 -0.2653 -2.5077  -0.346
C9 -3.2787 -1.0933 -3.4953  -0.027
C10 -2.8000 -1.0493 -4.7799  -0.083
C11 -1.7586 -0.1781 -5.0950  -0.072
C12 -1.2150 0.5787 -4.0813  -0.142
N5 -1.6701 0.5244 -2.8183  0.025
C13 -3.9892 -0.1091 1.0006  -0.118
C14 -5.3513 -0.3499 0.9669  -0.021
C15 -6.0134 -0.4028 2.1879  -0.093
C16 -5.3272 -0.2220 3.3892  -0.092
C17 -3.9594 0.0203 3.4074  -0.023
C18 -3.3139 0.0709 2.1856  -0.119
H1 3.8975 2.0036 3.3057  0.099
H2 2.6131 1.1200 5.2788  0.102
H3 0.2587 0.3937 4.9400  0.103
H4 2.7555 2.0607 1.0897  0.100
H5 -4.1080 -1.7266 -3.2156  0.101
H6 -3.2405 -1.6781 -5.5443  0.101
H7 -1.3629 -0.0968 -6.0977  0.099
H8 -0.3855 1.2577 -4.2407  0.095
H9 -5.8622 -0.4919 0.0241  0.106
H10 -7.0808 -0.5883 2.2138  0.093
H11 -5.8800 -0.2748 4.3199  0.093
H12 -3.4053 0.1555 4.3264  0.105
O1 -0.7035 3.2426 -0.8009  -0.564
As1 -0.2079 4.1807 -2.3546  1.097
O2 0.7228 5.3386 -1.7033  -0.625
O3 1.2406 2.6187 -2.7095  -0.505
C19 2.0426 2.4206 -3.7552  -0.389
C20 1.9966 3.2749 -4.8593  -0.040
C21 2.8102 3.0705 -5.9653  -0.100
C22 3.7001 2.0130 -5.9991  -0.109
C23 3.7660 1.1547 -4.9082  -0.071
C24 2.9625 1.3355 -3.7943  -0.199
S1 3.0674 0.1009 -2.5285  0.398
O4 1.7790 -0.6065 -2.6476  -0.547
O5 4.2301 -0.7119 -2.7739  -0.305
O6 3.1004 0.8462 -1.2547  -0.528
H13 -0.2575 3.7539 -0.1082  -0.001
H14 1.3269 4.1257 -4.8534  0.088
H15 2.7443 3.7553 -6.8027  0.097
H16 4.3402 1.8486 -6.8563  0.091
H17 4.4549 0.3213 -4.9109  0.104
N6 -2.1223 -3.0183 0.2888  0.178
C25 -1.3756 -2.7875 1.3906  -0.458
N7 -1.9738 -2.9363 2.5735  0.184
C26 -1.1700 -2.7280 3.6139  -0.462
N8 -1.7341 -2.7783 4.8430  0.155
N9 0.1407 -2.4586 3.5574  0.172
C27 0.6080 -2.3210 2.3179  -0.296
N10 -0.0870 -2.4617 1.2034  0.191
C28 2.0675 -2.0092 2.1776  -0.223
C29 2.9142 -2.1121 3.2765  -0.029
C30 4.2666 -1.8885 3.0818  -0.074
C31 4.7123 -1.5715 1.8081  -0.054
C32 3.7833 -1.4728 0.7811  -0.116
N11 2.4834 -1.6827 0.9575  0.138
H18 -3.1188 -2.9784 0.4262  0.099
H19 -1.7731 -2.6629 -0.5863  0.097
H20 -2.6738 -3.1227 4.9163  0.094
H21 -1.1285 -2.7938 5.6423  0.092
H22 2.5021 -2.3635 4.2424  0.101
H23 4.9576 -1.9635 3.9124  0.101
H24 5.7575 -1.3904 1.5960  0.102
H25 4.1025 -1.2068 -0.2183  0.085

Computed properties:
Net charge: -1
Energy relative to the best compared isomer or geometry (same formula, charge and spin) (kJ/mol): 19.9
HOMO-LUMO gap (eV): 7.5